Entry 1:
C4H15NO3 | wB97M-V/def2-TZVPD

Summary:
HOMO level	-8.885	eV
SMILES	CC(C)NCO.O.O

Each line ends with the Mulliken charge.
Element x y z (Å)
C  1.429  2.010  0.162  -1.0799
C  0.669  0.796  -0.538  0.2929
C  -0.439  1.249  -1.482  -1.2441
N  0.171  -0.222  0.388  -0.1910
C  -0.928  0.230  1.266  -0.6067
O  -0.449  0.837  2.434  -0.5489
H  2.454  2.117  -0.176  0.3235
H  0.651  2.778  0.040  0.2143
H  1.618  1.924  1.238  0.3060
H  1.458  0.307  -1.136  0.3651
H  -1.272  0.554  -1.342  0.3322
H  -0.711  2.280  -1.265  0.3100
H  -0.230  1.008  -2.517  0.3156
H  0.852  -0.539  1.067  0.3071
H  -1.560  0.982  0.784  0.3111
H  -1.654  -0.565  1.508  0.3142
H  -0.221  0.236  3.160  0.3198
O  1.874  -2.536  0.109  -0.6472
H  1.325  -2.218  -0.615  0.3105
H  1.285  -3.193  0.512  0.3130
O  -2.426  -2.744  -1.122  -0.6311
H  -2.165  -2.493  -2.014  0.3096
H  -1.732  -2.797  -0.461  0.3041

Cartesian forces (eV/Å) of the 6 atoms listed first:
-1.43 -0.85 0.32
2.24 -0.12 0.67
-0.32 -1.11 0.38
-1.85 -0.02 0.74
-0.28 -0.26 -0.50
0.21 0.63 1.05

Entry 2:
C4H15NO3 | wB97M-V/def2-TZVPD

Summary:
HOMO level	-8.075	eV
SMILES	C/C=C(/C)N.O.O.O

Each line ends with the Mulliken charge.
Element x y z (Å)
C  1.893  0.403  0.174  -1.2425
C  0.903  -0.342  -0.651  -0.4827
C  -0.419  -0.253  -0.701  1.0221
C  -1.216  -0.928  -1.783  -1.5508
N  -1.231  0.585  0.083  -0.5135
H  1.481  1.320  0.602  0.2706
H  2.437  -0.174  0.922  0.2658
H  2.677  0.821  -0.470  0.3340
H  1.338  -1.086  -1.310  0.3563
H  -2.272  -0.715  -1.918  0.4010
H  -1.049  -2.002  -1.697  0.3343
H  -0.758  -0.750  -2.762  0.4046
H  -0.770  1.211  0.729  0.2230
H  -1.901  1.100  -0.467  0.2151
O  0.214  2.527  -1.746  -0.6121
H  0.219  2.661  -0.798  0.2966
H  1.097  2.513  -2.116  0.3053
O  -2.134  -2.097  1.212  -0.6767
H  -1.363  -2.487  1.611  0.2849
H  -2.151  -1.297  0.670  0.3633
O  0.761  -0.048  3.332  -0.6171
H  0.519  -0.906  3.704  0.3034
H  1.724  -0.055  3.380  0.3151

Cartesian forces (eV/Å) of the 6 atoms listed first:
0.24 1.01 -0.36
0.46 -0.95 0.14
-0.71 1.32 -0.49
1.19 -1.13 -1.06
-0.04 0.06 0.30
-0.18 -0.30 0.52

Entry 3:
C4H15NO3 | wB97M-V/def2-TZVPD

Summary:
HOMO level	-8.893	eV
SMILES	C=CCNC.O.O.O

Each line ends with the Mulliken charge.
Element x y z (Å)
C  0.644  1.486  1.594  -1.2744
C  -0.565  1.141  1.199  0.0809
C  -1.181  -0.199  1.549  -0.5902
N  -1.712  -0.872  0.379  -0.3048
C  -0.782  -1.382  -0.618  -0.7739
H  1.026  2.487  1.416  0.3170
H  1.336  0.835  2.115  0.4194
H  -1.302  1.582  0.552  0.4933
H  -2.022  -0.060  2.230  0.3616
H  -0.465  -0.804  2.134  0.2939
H  -2.425  -1.552  0.591  0.2455
H  -0.551  -2.448  -0.634  0.4450
H  0.171  -0.859  -0.530  0.1025
H  -1.119  -1.053  -1.606  0.2608
O  -0.850  2.047  -1.553  -0.5994
H  -1.429  1.301  -1.358  0.3142
H  -1.215  2.599  -2.249  0.2704
O  1.818  0.412  -1.065  -0.7014
H  1.948  0.172  -0.139  0.3219
H  1.499  1.322  -1.036  0.2812
O  2.506  -2.411  -0.815  -0.6409
H  2.947  -1.552  -0.818  0.3326
H  1.725  -2.192  -1.338  0.3448

Cartesian forces (eV/Å) of the 6 atoms listed first:
0.20 1.18 -0.22
-0.95 -2.24 0.49
0.63 -0.74 0.52
-0.19 -0.08 -0.32
0.45 1.01 -0.42
0.03 -0.06 -0.22

Entry 4:
C4H15NO3 | wB97M-V/def2-TZVPD

Summary:
<S²>	0.75
HOMO level (spin up / spin down)	-14.287 / -14.275	eV
multiplicity	2
total charge	+1

Each line ends with the Mulliken charge.
Element x y z (Å)
C  -1.256  1.109  1.500  -0.6451
C  0.083  0.379  1.867  -0.4114
C  1.218  0.781  0.858  -0.1061
C  1.956  0.018  0.076  -0.7165
N  -1.800  0.842  0.121  -0.0410
H  -1.073  2.101  1.717  0.4607
H  -2.155  0.741  2.212  0.3170
H  -0.183  -0.717  1.789  0.2233
H  0.510  0.607  2.816  0.3910
H  1.612  1.687  1.293  0.3401
H  1.875  -1.093  -0.066  0.1486
H  2.869  0.310  -0.475  0.3767
H  -1.288  1.410  -0.469  0.3653
H  -1.713  -0.174  -0.172  0.2738
H  1.747  1.892  -1.437  0.2846
H  0.759  1.323  -2.423  0.3214
O  1.345  2.067  -2.284  -0.6298
H  -0.194  -3.077  0.376  0.2644
H  -1.530  -2.845  -0.268  0.3275
O  -0.559  -2.905  -0.395  -0.6019
H  -0.270  -1.793  -1.586  0.4076
H  -1.244  -1.538  -2.851  0.2673
O  -0.710  -1.125  -2.196  -0.6175

Cartesian forces (eV/Å) of the 6 atoms listed first:
-3.65 -2.54 1.19
0.08 -2.84 -3.76
-0.51 -0.38 2.50
1.00 -1.94 -0.80
2.93 -2.45 4.00
-0.20 2.43 -0.40

Entry 5:
C4H15NO3 | wB97M-V/def2-TZVPD

Summary:
<S²>	0.75
HOMO level (spin up / spin down)	-14.429 / -14.422	eV
multiplicity	2
total charge	+1

Each line ends with the Mulliken charge.
Element x y z (Å)
C  -1.587  0.238  -1.095  -0.3812
O  -1.709  1.679  -0.895  -0.4801
C  -0.253  -0.079  -1.805  -0.8296
C  0.874  -0.429  -0.845  -0.2812
C  1.115  0.558  0.251  -0.5757
N  1.733  1.820  -0.215  -0.1131
H  -1.741  -0.398  -0.186  0.1670
H  -2.345  0.039  -1.862  0.3761
H  -0.894  1.820  -0.411  0.2993
H  -0.442  -0.792  -2.598  0.4364
H  -0.010  0.728  -2.514  0.3630
H  0.629  -1.455  -0.462  0.1231
H  1.827  -0.589  -1.390  0.4130
H  2.048  0.153  0.759  0.3603
H  0.230  0.728  0.911  0.3490
H  1.787  2.524  0.556  0.3707
H  1.230  2.353  -0.941  0.3559
H  -0.639  -1.994  1.359  0.3459
H  -0.098  -3.309  0.709  0.3199
O  0.101  -2.610  1.337  -0.6606
H  -0.441  0.423  2.874  0.3143
H  -0.453  -1.045  3.463  0.3544
O  -0.961  -0.360  3.001  -0.6268

Cartesian forces (eV/Å) of the 6 atoms listed first:
-0.25 0.25 -1.70
0.61 -1.44 0.69
-0.40 0.83 -0.47
-0.20 -1.64 -1.71
3.20 -0.69 -0.61
-4.01 1.41 1.87

Entry 6:
C4H15NO3 | wB97M-V/def2-TZVPD

Summary:
<S²>	1.74
HOMO level (spin up / spin down)	-14.228 / -13.640	eV
multiplicity	2
total charge	+1

Each line ends with the Mulliken charge.
Element x y z (Å)
C  0.083  -0.951  1.196  -0.2198
N  1.181  -0.259  0.488  -0.1302
C  -0.358  -0.523  -2.429  -0.6273
O  -0.952  0.525  -1.656  -0.4752
C  -0.471  -0.184  2.412  -0.7112
C  -1.262  1.097  2.157  -1.0481
H  0.500  -1.900  1.518  0.4595
H  -0.680  -1.159  0.477  0.3356
H  0.953  0.689  0.126  0.2335
H  -0.822  -0.457  -3.412  0.3049
H  -0.421  -1.434  -1.853  0.2304
H  0.706  -0.314  -2.579  0.3015
H  -1.030  -0.883  2.997  0.3915
H  0.409  0.083  2.975  0.3073
H  -1.682  1.472  3.112  0.3458
H  -2.081  1.009  1.442  0.3075
H  -0.612  1.947  1.875  0.2922
H  0.845  3.160  -1.564  0.3465
H  -0.355  1.334  -1.526  0.3953
O  0.197  2.618  -1.075  -0.3724
H  2.223  -2.556  -0.656  0.3449
H  1.405  -0.936  -0.343  0.3776
O  1.339  -2.273  -1.038  -0.3899

Cartesian forces (eV/Å) of the 6 atoms listed first:
1.45 1.39 2.02
-2.86 -1.44 -2.14
0.26 1.85 -0.15
0.82 0.36 0.95
0.46 0.56 -0.88
0.08 0.88 0.52

Entry 7:
C4H16BCl3CrN4O20 | wB97M-V/def2-TZVPD

Summary:
<S²>	6.01
HOMO level (spin up / spin down)	-3.122 / -3.121	eV
multiplicity	5
total charge	-2

Each line ends with the Mulliken charge.
Element x y z (Å)
Cr  0.155  0.301  0.138  0.0501
Cl  1.940  0.017  3.941  1.7666
O  1.034  -0.031  2.829  -0.6864
O  2.863  1.105  3.746  -0.6771
O  1.212  0.211  5.184  -0.7235
O  2.655  -1.218  4.046  -0.7209
Cl  -2.990  0.553  2.886  1.7402
O  -3.989  -0.495  2.939  -0.7406
O  -3.637  1.817  2.586  -0.7078
O  -2.327  0.644  4.156  -0.6651
O  -2.070  0.241  1.836  -0.6604
Cl  3.972  0.796  -0.144  1.8047
O  2.583  0.387  0.095  -0.7204
O  4.125  0.927  -1.574  -0.7105
O  4.236  2.019  0.558  -0.6550
O  4.855  -0.237  0.350  -0.6985
B  -0.109  2.569  0.546  2.1803
H  0.863  1.990  0.695  -0.2769
H  -0.864  1.933  -0.035  -0.3714
H  -0.537  2.751  1.606  -0.3873
H  0.057  3.536  -0.067  -0.3363
C  2.405  1.776  -3.910  -0.8194
N  1.791  2.335  -2.685  0.9061
O  2.210  3.405  -2.322  -0.5289
O  0.882  1.736  -2.163  -0.3910
H  1.710  1.082  -4.371  0.1964
H  3.423  1.492  -3.665  0.2573
H  2.443  2.601  -4.624  0.3558
C  -1.204  -3.109  2.378  -0.7163
N  -0.026  -2.782  1.555  0.6638
O  0.963  -3.461  1.650  -0.4898
O  -0.121  -1.768  0.895  -0.1744
H  -1.092  -2.679  3.374  0.2636
H  -1.304  -4.178  2.546  0.3263
H  -2.042  -2.633  1.881  0.1839
C  -0.075  -1.528  -3.655  -0.7711
N  0.438  -1.870  -2.299  0.7011
O  0.696  -0.941  -1.564  -0.1467
O  0.532  -3.037  -1.994  -0.5190
H  -0.508  -2.453  -4.021  0.3269
H  0.755  -1.174  -4.258  0.2284
H  -0.815  -0.738  -3.568  0.2617
C  -4.072  -0.675  -0.600  -0.6794
N  -2.996  0.245  -1.036  0.7738
O  -3.285  1.348  -1.437  -0.4897
O  -1.838  -0.142  -0.878  -0.2617
H  -4.156  -0.512  0.475  0.2028
H  -3.791  -1.702  -0.822  0.2109
H  -4.948  -0.454  -1.202  0.3244

Cartesian forces (eV/Å) of the 6 atoms listed first:
0.59 0.88 1.58
0.49 1.12 1.19
-0.89 -0.37 -0.73
-0.06 -0.09 0.04
-0.14 0.04 -0.44
0.40 -0.99 -0.23

Entry 8:
C4H16BrO4 | wB97M-V/def2-TZVPD

Summary:
HOMO level	-4.567	eV
total charge	-1

Each line ends with the Mulliken charge.
Element x y z (Å)
Br  0.290  0.324  -0.739  -0.5400
C  2.138  1.867  1.565  -0.3678
O  1.001  2.138  0.713  -0.6772
H  2.200  2.460  2.477  0.2674
H  2.109  0.804  1.806  0.0940
H  3.062  2.001  1.002  0.2300
H  0.833  1.389  0.136  0.5460
C  -0.935  -2.000  -2.343  -0.6578
O  -1.374  -1.803  -0.960  -0.5108
H  0.145  -2.144  -2.306  0.3066
H  -1.391  -2.808  -2.915  0.2716
H  -0.970  -1.057  -2.888  0.3085
H  -0.691  -1.240  -0.587  0.1782
C  -2.611  1.331  -0.471  -0.5973
O  -1.550  1.745  -1.335  -0.6657
H  -2.609  0.259  -0.276  0.2846
H  -2.571  1.895  0.461  0.2127
H  -3.493  1.596  -1.054  0.2324
H  -0.927  1.026  -1.207  0.4637
C  1.178  -1.543  1.728  -0.5247
O  1.941  -0.940  0.762  -0.4692
H  1.709  -2.438  2.051  0.2347
H  0.909  -0.937  2.594  0.2474
H  0.178  -1.734  1.337  0.1714
H  1.428  -0.191  0.449  -0.0388

Cartesian forces (eV/Å) of the 6 atoms listed first:
3.13 -6.88 -4.65
-0.81 -0.49 -1.18
2.20 4.59 4.42
-0.45 0.25 -0.11
0.31 0.33 0.62
0.31 0.23 -0.03

Looking at ΔE to the lowest compared entry with this formula, charge and spin for the records above, in order, we have 1.694 1.330 1.816 3.236 2.642 7.432 0.657 6.671 eV.
Looking at maximum force for the records above, in order, we have 2.34 2.32 2.48 6.69 4.65 3.85 2.33 8.88 eV/Å.